Record 1
Below is a structure of composition C33H40AsBCdF6INO4P2S2, with properties calculated with ωB97M-V/def2-TZVPD.

Geometry as XYZ:
```
92
C33H40AsBCdF6INO4P2S2, DFT ωB97M-V/def2-TZVPD
Cd -0.318 0.006 0.553
C 7.632 -0.768 -1.052
C 7.309 -0.334 0.227
C 5.982 -0.077 0.574
C 4.956 -0.247 -0.352
C 5.301 -0.664 -1.641
C 6.618 -0.930 -1.990
P 3.157 0.060 -0.033
C 3.198 0.615 1.710
C 3.070 -0.230 2.809
C 3.159 0.280 4.099
C 3.387 1.632 4.304
C 3.503 2.487 3.215
C 3.390 1.980 1.926
C 2.498 -1.654 0.100
C 3.317 -2.788 0.061
C 2.765 -4.056 0.209
C 1.393 -4.180 0.388
C 0.592 -3.045 0.424
C 1.103 -1.748 0.284
H 8.662 -0.983 -1.314
H 8.090 -0.208 0.969
H 5.748 0.256 1.579
H 4.512 -0.791 -2.378
H 6.854 -1.274 -2.991
H 2.879 -1.285 2.657
H 3.012 -0.382 4.944
H 3.439 2.026 5.312
H 3.662 3.549 3.369
H 3.453 2.649 1.070
H 4.385 -2.694 -0.078
H 3.401 -4.932 0.191
H 0.952 -5.162 0.518
H -0.477 -3.176 0.565
C -7.230 -1.438 0.569
C -5.720 -1.473 0.582
O -5.264 -0.209 0.104
P -3.680 0.181 0.224
S -3.530 1.893 -0.711
S -2.612 -1.450 -0.200
O -3.453 0.350 1.808
C -3.799 1.542 2.539
C -5.289 1.607 2.827
H -7.630 -2.358 1.008
H -7.606 -1.345 -0.454
H -7.594 -0.585 1.148
H -5.339 -2.267 -0.061
H -5.345 -1.656 1.591
H -3.479 2.414 1.974
H -3.225 1.489 3.456
H -5.859 1.711 1.902
H -5.497 2.467 3.474
H -5.615 0.698 3.345
C 1.598 4.397 -1.873
C 0.258 3.909 -1.344
C -0.815 4.131 -2.402
O 0.354 2.493 -1.151
B -0.130 2.135 0.110
O -0.410 3.276 0.847
C -0.122 4.456 0.089
C -1.362 5.336 0.114
C 1.022 5.172 0.798
H 1.760 3.964 -2.866
H 2.417 4.070 -1.228
H 1.618 5.489 -1.962
H -0.515 3.594 -3.306
H -0.934 5.192 -2.646
H -1.770 3.719 -2.074
H -2.236 4.780 -0.227
H -1.226 6.229 -0.507
H -1.544 5.652 1.145
H 1.891 4.515 0.890
H 0.694 5.431 1.808
H 1.313 6.089 0.273
F -0.585 0.177 3.247
As -0.261 0.012 4.951
F 0.913 1.266 4.840
F -1.476 1.189 5.296
F 0.073 -0.149 6.632
F -1.451 -1.225 5.052
F 0.951 -1.171 4.598
I -3.589 -0.391 -3.711
C -1.507 -0.099 -3.879
C -0.988 0.107 -5.158
C 0.383 0.261 -5.275
C 1.169 0.202 -4.134
C 0.546 -0.009 -2.915
N -0.782 -0.158 -2.785
H -1.643 0.140 -6.017
H 0.831 0.418 -6.252
H 2.245 0.321 -4.179
H 1.124 -0.062 -2.003
```

Computed properties:
charge: -2
energy relative to the best compared isomer or geometry (same formula, charge and spin): 293.25 kJ/mol
largest force on an atom: 0.791 eV/Å
lowest unoccupied orbital energy: 0.1393 Ha
HOMO-LUMO gap: 6.370 eV

=====

Record 2
Below is a structure of composition C32H53N2SbSi3V, with properties calculated with ωB97M-V/def2-TZVPD.

Geometry as XYZ:
```
92
C32H53N2SbSi3V, DFT ωB97M-V/def2-TZVPD
V -1.128 0.366 1.107
C -1.314 -0.160 3.335
C -2.260 -0.950 2.625
C -3.232 -0.080 2.053
C -2.853 1.253 2.368
C -1.696 1.202 3.191
C -1.143 2.375 3.945
C -3.646 2.497 2.088
C -4.575 -0.465 1.505
C -2.277 -2.451 2.604
C -0.175 -0.690 4.155
H -1.756 2.573 4.830
H -1.147 3.291 3.349
H -0.125 2.195 4.291
H -4.583 2.260 1.587
H -3.110 3.209 1.456
H -3.894 3.012 3.020
H -5.351 -0.161 2.213
H -4.664 -1.540 1.371
H -4.802 0.005 0.549
H -3.102 -2.830 2.001
H -2.393 -2.855 3.613
H -1.360 -2.870 2.188
H -0.454 -0.789 5.208
H 0.699 -0.036 4.107
H 0.133 -1.676 3.806
C 0.330 -1.528 -3.301
Sb -0.059 -1.309 -1.198
C -1.302 0.456 -1.096
C -0.837 1.745 -1.684
C -0.755 2.900 -0.886
C -0.418 4.119 -1.440
C -0.180 4.190 -2.805
C -0.297 3.019 -3.533
N -0.605 1.836 -3.006
Si -2.932 -0.015 -1.890
C -3.035 -0.152 -3.771
C -3.469 -1.723 -1.289
C -4.141 1.375 -1.498
C 2.036 -0.912 -0.437
C 2.060 0.021 0.738
C 3.214 0.110 1.539
C 3.365 1.104 2.477
C 2.357 2.051 2.612
C 1.218 1.863 1.870
N 1.025 0.844 1.012
Si 2.554 -2.689 0.079
C 4.404 -3.011 0.268
C 2.005 -3.968 -1.183
C 1.755 -3.061 1.731
Si 3.266 -0.165 -1.711
C 4.881 0.440 -0.942
C 2.549 1.352 -2.517
C 3.833 -1.399 -3.008
H -0.643 -1.673 -3.762
H 0.941 -2.411 -3.476
H 0.783 -0.638 -3.730
H -0.995 2.831 0.170
H -0.359 5.006 -0.821
H 0.076 5.121 -3.292
H -0.126 3.026 -4.606
H -2.648 -1.100 -4.147
H -2.498 0.657 -4.265
H -4.088 -0.099 -4.064
H -3.038 -2.483 -1.947
H -4.556 -1.834 -1.336
H -3.141 -1.945 -0.275
H -3.920 2.210 -2.170
H -4.049 1.744 -0.477
H -5.177 1.077 -1.677
H 4.013 -0.594 1.375
H 4.268 1.161 3.071
H 2.437 2.890 3.288
H 0.387 2.546 1.971
H 4.979 -2.757 -0.622
H 4.517 -4.088 0.426
H 4.864 -2.519 1.126
H 2.427 -3.781 -2.171
H 0.922 -4.049 -1.278
H 2.379 -4.939 -0.846
H 2.110 -2.380 2.507
H 1.984 -4.081 2.048
H 0.670 -2.962 1.662
H 4.744 1.329 -0.326
H 5.524 0.722 -1.782
H 5.419 -0.305 -0.358
H 2.126 2.033 -1.771
H 1.757 1.120 -3.225
H 3.340 1.887 -3.050
H 4.422 -2.206 -2.568
H 4.495 -0.855 -3.688
H 3.039 -1.839 -3.605
```

Computed properties:
<S²>: 3.769
energy relative to the best compared isomer or geometry (same formula, charge and spin): 0.00 kJ/mol
largest force on an atom: 0.729 eV/Å
lowest unoccupied orbital energy (alpha / beta): 0.0099 / 0.0089 Ha
2S+1: 4
HOMO-LUMO gap (alpha / beta): 7.213 / 7.779 eV

=====

Record 3
Below is a cluster of 10 separate species, C45H72BO35PS2 in total at a distorted geometry, with properties calculated with ωB97M-V/def2-TZVPD.

Geometry as XYZ:
```
156
C45H72BO35PS2, DFT ωB97M-V/def2-TZVPD
C 6.114 2.260 -4.455
C 6.360 3.624 -5.145
C 5.153 4.587 -5.135
C 4.198 4.416 -6.349
C 3.364 3.144 -6.136
C 2.247 2.921 -7.179
C 0.845 2.734 -6.570
C 0.777 1.586 -5.542
C -0.536 1.441 -4.731
C -1.763 1.973 -5.491
C -2.034 3.477 -5.378
O -2.402 3.956 -6.714
C -2.617 5.298 -6.593
C -3.898 5.803 -5.951
O -1.859 6.070 -6.994
O -2.984 1.279 -5.143
S -3.169 1.045 -3.566
O -4.481 1.410 -3.149
O -2.939 -0.341 -3.329
C -1.886 1.904 -2.581
S -2.382 3.610 -2.126
C -0.456 1.868 -3.233
B 0.403 3.172 -2.901
O 0.908 4.103 -3.811
O 0.739 3.350 -1.576
C 0.735 4.711 -1.144
C 0.299 4.809 0.330
P 0.401 0.410 -2.342
C 2.216 0.509 -2.668
O 0.269 0.638 -0.701
H 5.925 1.520 -5.242
H 5.207 2.249 -3.848
H 6.978 1.883 -3.909
H 7.200 4.102 -4.630
H 6.670 3.482 -6.185
H 4.557 4.407 -4.233
H 5.512 5.619 -5.071
H 3.556 5.304 -6.332
H 4.778 4.400 -7.276
H 2.988 3.164 -5.111
H 4.054 2.300 -6.225
H 2.187 3.745 -7.897
H 2.475 2.023 -7.766
H 0.196 2.457 -7.412
H 0.476 3.696 -6.220
H 0.892 0.668 -6.130
H 1.671 1.649 -4.921
H -0.713 0.354 -4.684
H -1.624 1.759 -6.549
H -2.926 3.607 -4.764
H -1.192 4.082 -5.050
H -4.336 5.106 -5.231
H -3.729 6.750 -5.445
H -4.662 5.998 -6.707
H -1.911 1.360 -1.635
H -3.313 3.348 -1.154
H 0.345 4.886 -3.872
H 0.003 5.312 -1.699
H 1.692 5.211 -1.316
H 0.424 5.834 0.669
H 0.844 4.109 0.962
H -0.777 4.621 0.377
H 2.767 -0.091 -1.957
H 2.395 0.050 -3.647
H 2.647 1.520 -2.694
H 0.077 -0.217 -0.293
O 2.124 -2.126 -1.411
C 3.063 -2.853 -1.517
O 4.241 -2.497 -2.083
C 5.181 -3.547 -1.823
C 4.281 -4.736 -1.599
O 3.087 -4.136 -1.091
H 5.856 -3.679 -2.666
H 5.761 -3.292 -0.940
H 4.042 -5.262 -2.527
H 4.694 -5.445 -0.887
O 6.392 -4.469 1.000
C 5.424 -4.462 1.699
O 4.171 -4.169 1.271
C 3.264 -4.497 2.339
C 4.150 -4.423 3.554
O 5.440 -4.751 3.021
H 2.448 -3.799 2.378
H 2.868 -5.498 2.168
H 4.191 -3.420 3.983
H 3.859 -5.125 4.329
O 0.786 -4.529 3.257
C 0.265 -5.508 3.693
O 0.252 -6.712 3.076
C -0.256 -7.675 4.009
C -1.068 -6.824 4.953
O -0.389 -5.558 4.876
H -0.853 -8.428 3.504
H 0.588 -8.162 4.504
H -2.094 -6.693 4.624
H -1.068 -7.198 5.969
O -2.739 -8.793 5.124
C -2.424 -9.541 5.995
O -3.253 -10.441 6.569
C -2.467 -11.300 7.399
C -1.259 -10.447 7.701
O -1.180 -9.604 6.546
H -3.017 -11.585 8.292
H -2.215 -12.200 6.835
H -1.397 -9.822 8.585
H -0.349 -11.032 7.818
O -4.410 3.236 0.496
C -5.316 4.009 0.453
O -5.627 4.759 -0.630
C -6.895 5.373 -0.382
C -6.966 5.383 1.123
O -6.169 4.248 1.477
H -6.934 6.370 -0.814
H -7.675 4.761 -0.835
H -6.518 6.279 1.558
H -7.981 5.279 1.498
O -0.247 -5.404 10.613
C -0.109 -4.711 9.656
O -0.472 -5.068 8.396
C -0.362 -3.907 7.569
C 0.637 -3.061 8.316
O 0.430 -3.468 9.675
H -0.026 -4.173 6.573
H -1.343 -3.431 7.497
H 1.668 -3.284 8.035
H 0.460 -1.995 8.197
O 1.274 7.722 -0.515
C 2.094 8.162 0.222
O 2.522 7.546 1.355
C 3.659 8.263 1.838
C 3.461 9.635 1.240
O 2.730 9.351 0.046
H 3.675 8.274 2.926
H 4.564 7.773 1.475
H 2.858 10.286 1.876
H 4.399 10.135 1.010
O 3.609 -5.336 6.734
C 3.075 -6.306 7.166
O 3.050 -7.511 6.539
C 2.527 -8.470 7.459
C 1.724 -7.612 8.407
O 2.411 -6.360 8.350
H 1.920 -9.211 6.942
H 3.360 -8.974 7.953
H 0.694 -7.462 8.074
H 1.713 -8.001 9.423
O -10.297 5.403 -1.047
C -10.382 4.296 -1.475
O -10.758 3.215 -0.746
C -10.955 2.126 -1.652
C -10.095 2.518 -2.828
O -10.108 3.947 -2.757
H -10.648 1.186 -1.199
H -12.015 2.067 -1.907
H -9.065 2.170 -2.731
H -10.496 2.174 -3.779
```

Computed properties:
largest force on an atom: 4.619 eV/Å
lowest unoccupied orbital energy: -0.0044 Ha
HOMO-LUMO gap: 7.093 eV

=====

Record 4
Below is a cluster of 2 separate species, C5H12N2O in total at a distorted geometry, with properties calculated with ωB97M-V/def2-TZVPD.

Geometry as XYZ:
```
20
C5H12N2O, DFT ωB97M-V/def2-TZVPD
C -0.007 0.805 1.267
C -0.325 1.677 0.034
C -0.381 0.855 -1.215
C -1.519 0.476 -1.908
C 1.347 -0.729 -1.548
N 0.778 0.383 -1.654
N -1.173 -0.021 1.536
H 0.199 1.509 2.075
H 0.880 0.201 1.118
H -1.305 2.086 0.252
H 0.383 2.474 -0.136
H -2.496 0.807 -1.595
H -1.472 -0.165 -2.759
H 0.894 -1.566 -1.042
H 2.311 -0.824 -2.017
H -1.892 0.559 1.985
H -0.970 -0.764 2.200
H 0.833 -2.244 1.067
H 2.208 -2.972 1.523
O 1.706 -2.549 0.815
```

Computed properties:
charge: +1
<S²>: 0.769
energy relative to the best compared isomer or geometry (same formula, charge and spin): 134.15 kJ/mol
largest force on an atom: 1.075 eV/Å
lowest unoccupied orbital energy (alpha / beta): -0.1446 / -0.2661 Ha
2S+1: 2
HOMO-LUMO gap (alpha / beta): 9.756 / 6.424 eV

=====

Record 5
Below is a structure of composition C51H44Cl3CrGeN3O2S2 at a distorted geometry, with properties calculated with ωB97M-V/def2-TZVPD.

Geometry as XYZ:
```
107
C51H44Cl3CrGeN3O2S2, DFT ωB97M-V/def2-TZVPD
Cr -1.072 -0.223 -0.451
C 3.226 -6.167 3.742
C 2.517 -5.128 2.925
C 1.355 -4.503 3.397
C 0.717 -3.514 2.639
C 1.251 -3.126 1.408
C 2.408 -3.759 0.931
C 3.041 -4.745 1.687
S 0.454 -1.815 0.406
O 0.898 -2.186 -0.974
C 1.547 -0.521 1.117
C 1.163 -0.073 2.394
C 1.845 0.952 3.041
C 2.905 1.603 2.414
C 3.543 2.667 3.074
C 4.575 3.375 2.465
C 4.975 3.030 1.185
C 4.352 1.967 0.524
C 3.310 1.204 1.116
C 2.645 0.095 0.466
C 3.105 -0.319 -0.893
C 4.382 -0.953 -1.074
C 5.228 -1.346 -0.005
C 6.474 -1.938 -0.221
C 6.915 -2.165 -1.516
C 6.106 -1.807 -2.592
C 4.849 -1.212 -2.387
C 4.056 -0.882 -3.490
C 2.794 -0.324 -3.316
C 2.311 -0.039 -2.033
S 0.567 0.478 -1.852
O 0.024 0.576 -3.251
C 0.921 2.199 -1.406
C 0.385 2.709 -0.218
C 0.640 4.027 0.167
C 1.425 4.859 -0.639
C 1.696 6.279 -0.240
C 1.923 4.362 -1.849
C 1.668 3.043 -2.234
H 2.576 -6.570 4.525
H 4.111 -5.731 4.215
H 3.536 -7.006 3.110
H 0.936 -4.787 4.360
H -0.191 -3.057 3.020
H 2.824 -3.487 -0.037
H 3.943 -5.212 1.298
H 0.313 -0.519 2.905
H 1.517 1.255 4.033
H 3.232 2.964 4.074
H 5.055 4.200 2.984
H 5.768 3.583 0.689
H 4.693 1.750 -0.486
H 4.918 -1.196 1.028
H 7.094 -2.221 0.625
H 7.884 -2.624 -1.693
H 6.464 -2.001 -3.601
H 4.396 -1.092 -4.502
H 2.173 -0.141 -4.190
H -0.231 2.084 0.422
H 0.224 4.398 1.101
H 1.416 6.462 0.803
H 1.124 6.963 -0.875
H 2.763 6.504 -0.337
H 2.512 5.001 -2.503
H 2.050 2.681 -3.185
C -2.368 1.165 -1.214
C -3.677 0.978 -1.027
C -4.961 0.795 -0.843
C -5.715 0.027 -1.877
C -6.996 0.450 -2.269
C -7.719 -0.258 -3.233
C -7.173 -1.397 -3.819
C -5.904 -1.830 -3.442
C -5.179 -1.124 -2.479
C -5.584 1.366 0.387
C -6.552 0.629 1.089
C -7.149 1.147 2.241
C -6.788 2.409 2.707
C -5.829 3.152 2.024
C -5.231 2.636 0.872
H -7.442 1.342 -1.834
H -8.708 0.084 -3.528
H -7.735 -1.946 -4.570
H -5.475 -2.718 -3.899
H -4.193 -1.493 -2.201
H -6.846 -0.364 0.752
H -7.895 0.563 2.775
H -7.252 2.811 3.604
H -5.545 4.137 2.387
H -4.491 3.246 0.357
N -0.490 2.024 1.993
N -0.471 1.086 0.908
H 0.295 2.681 1.971
H -0.445 1.552 2.902
H 0.467 0.642 0.766
H -0.803 1.524 0.018
Cl -4.563 -1.776 -0.011
Ge -2.879 -1.038 1.133
Cl -3.525 0.599 2.394
Cl -2.091 -2.633 2.368
C -2.459 -3.239 -3.583
C -2.015 -2.273 -2.580
N -1.662 -1.506 -1.784
H -3.551 -3.305 -3.602
H -2.062 -4.235 -3.367
H -2.119 -2.947 -4.581
H -1.447 -1.846 -0.147
```

Computed properties:
charge: -1
<S²>: 9.017
largest force on an atom: 9.072 eV/Å
lowest unoccupied orbital energy (alpha / beta): 0.0833 / 0.0567 Ha
2S+1: 6
HOMO-LUMO gap (alpha / beta): 4.248 / 5.767 eV

=====

Record 6
Below is an isolated molecule of C4H6O at a distorted geometry, with properties calculated with ωB97M-V/def2-TZVPD.

Geometry as XYZ:
```
11
C4H6O, DFT ωB97M-V/def2-TZVPD
C 1.964 -0.289 0.259
C 0.878 -0.112 -0.426
C -0.345 -0.873 -0.110
C -1.513 0.046 0.247
O -0.401 -2.042 -0.037
H 2.749 0.438 0.134
H 1.886 -0.880 1.158
H 0.755 0.506 -1.352
H -1.228 0.941 0.765
H -1.999 0.328 -0.634
H -2.326 -0.492 0.739
```

Computed properties:
<S²>: 2.009
energy relative to the best compared isomer or geometry (same formula, charge and spin): 64.79 kJ/mol
largest force on an atom: 9.354 eV/Å
lowest unoccupied orbital energy (alpha / beta): 0.0397 / -0.0856 Ha
2S+1: 3
HOMO-LUMO gap (alpha / beta): 6.563 / 7.975 eV

=====

Record 7
Below is a structure of composition C3H6O3Tm at a distorted geometry, with properties calculated with ωB97M-V/def2-TZVPD.

Geometry as XYZ:
```
13
C3H6O3Tm, DFT ωB97M-V/def2-TZVPD
H -1.370 1.986 1.555
C -0.707 2.614 0.948
C 0.653 1.991 0.778
H -0.581 3.564 1.484
H -1.181 2.832 -0.016
H 1.056 1.559 1.699
H 1.432 2.721 0.547
O 0.231 -0.268 0.766
C 0.554 0.037 -0.420
O 0.757 1.237 -0.706
O -0.019 -0.819 -1.274
Tm -0.557 -2.519 0.422
H -0.168 -0.504 -2.179
```

Computed properties:
charge: +3
<S²>: 2.007
energy relative to the best compared isomer or geometry (same formula, charge and spin): 83.46 kJ/mol
largest force on an atom: 4.844 eV/Å
lowest unoccupied orbital energy (alpha / beta): -0.5848 / -0.6949 Ha
2S+1: 3
HOMO-LUMO gap (alpha / beta): 7.409 / 3.669 eV

=====

> Which formula does entry 3 have?

C45H72BO35PS2

=====

> What is the largest force on an atom in the second record?

0.729 eV/Å